{
  "formula": "C6H9O5",
  "method": "ωB97M-V with the def2-TZVPD basis set",
  "elements": ["O", "O", "O", "O", "O", "C", "C", "C", "C", "C", "C", "H", "H", "H", "H", "H", "H", "H", "H", "H"],
  "positions_angstrom": [[-0.465373, -1.878780, -1.984853], [0.448827, 0.569741, -2.555372], [0.636299, -2.633377, -0.193980], [-1.594978, -1.880154, -0.011084], [2.403017, 0.511802, -1.512739], [-0.295392, -1.610616, -0.650053], [0.077772, 0.738105, 0.653076], [-1.061646, 0.606431, 1.627295], [0.670531, 2.098838, 0.729140], [0.357778, -0.137261, -0.352845], [1.224992, 0.386434, -1.604499], [-0.694982, 0.354774, 2.561306], [-0.323045, -1.116825, -2.518951], [1.155784, -2.049867, 0.390415], [-1.735653, -0.237421, 1.315181], [-0.005871, 2.857896, 0.182376], [-1.700374, 1.484106, 1.686583], [1.739921, 2.239373, 0.449404], [-1.605070, -2.809479, 0.030742], [0.767465, 2.506279, 1.758858]],
  "forces_ev_per_angstrom": [[-0.421, -1.468, 0.928], [-0.766, 0.253, -1.259], [-0.538, 2.001, 0.647], [1.654, 2.405, -0.273], [3.477, 0.545, 0.443], [-0.145, 0.387, 0.000], [-0.627, -1.072, -1.152], [-1.574, -1.625, -2.169], [0.972, 2.303, 0.021], [-0.681, -0.258, -0.184], [-3.080, -1.356, 1.337], [0.677, -0.239, 2.244], [0.456, 1.919, -0.698], [0.277, -0.925, -0.001], [0.684, 0.812, 0.370], [1.119, -1.085, 0.584], [0.261, 0.384, -0.006], [-0.899, -0.500, -0.808], [-0.092, -1.953, 0.075], [-0.754, -0.527, -0.100]],
  "gap_ev": 8.279,
  "total_charge": -1,
  "homo_energy_ev": -4.716,
  "e_lumo_ev": 3.6,
  "smiles": "CC(C)=C(C(=O)[O-])C(O)(O)O",
  "de_lowest_kj_mol": 0.0
}

{
  "formula": "C31H40N4NiPS",
  "method": "ωB97M-V with the def2-TZVPD basis set",
  "elements": ["Ni", "S", "P", "N", "N", "N", "N", "C", "C", "C", "C", "C", "C", "C", "C", "C", "C", "C", "C", "C", "C", "C", "C", "C", "C", "C", "C", "C", "C", "C", "C", "C", "C", "C", "C", "C", "C", "C", "H", "H", "H", "H", "H", "H", "H", "H", "H", "H", "H", "H", "H", "H", "H", "H", "H", "H", "H", "H", "H", "H", "H", "H", "H", "H", "H", "H", "H", "H", "H", "H", "H", "H", "H", "H", "H", "H", "H", "H"],
  "positions_angstrom": [[-0.781140, -0.134420, 0.240327], [-0.489130, 1.585570, 1.971033], [-0.881427, -0.001865, -2.080639], [-1.093818, 0.731568, 4.474635], [-2.782476, -0.556456, 0.826686], [1.169887, -0.304149, -0.064638], [-2.635316, 0.278939, 3.023658], [3.746513, 0.761517, 2.367123], [-2.560694, 2.177807, -2.005522], [3.081047, -0.755436, -1.502094], [2.931394, 0.782019, 1.245925], [3.422384, -0.646044, -5.264444], [0.165461, 1.145280, 5.063023], [-3.096392, -0.157239, 4.263224], [2.728151, -1.247128, 3.144432], [-0.123824, 2.663649, -2.254994], [-2.132790, 0.121872, 5.155939], [-1.585527, -1.085614, -3.429368], [-4.682370, 0.548453, 1.793235], [-1.392618, 0.827582, 3.161849], [-5.453656, 0.240789, 0.686704], [1.999949, -0.260823, 1.065597], [1.873535, -1.263137, 2.056148], [-1.257566, 1.725057, -2.673671], [1.465997, -0.281529, -3.704843], [4.597900, -0.249879, 4.507754], [3.683729, -0.250793, 3.314142], [3.605367, -0.828895, -2.766751], [-3.567558, -0.909242, -0.198607], [1.721550, -0.405739, -1.299922], [-4.892763, -0.539874, -0.311586], [-3.070991, -0.905037, -3.734666], [3.005190, 1.952157, 0.301053], [0.899901, -0.223914, -2.443755], [2.815701, -0.571312, -3.895619], [0.886997, -2.388703, 1.892853], [-3.370328, 0.102859, 1.827802], [-1.249019, -2.543857, -3.110268], [0.854194, -0.104890, -4.582286], [0.814195, 2.417666, -2.750094], [-5.071747, 1.129871, 2.617052], [-1.619951, -3.201751, -3.897843], [3.365522, 2.831161, 0.833276], [0.035387, 1.253737, 6.136431], [-2.426742, 2.173676, -0.919620], [-1.705840, -2.856966, -2.167488], [4.824098, -1.265926, 4.828588], [-1.362379, 1.714385, -3.762325], [-2.821425, 3.191889, -2.312577], [3.742910, -1.666678, -5.482926], [4.309422, -0.013648, -5.323278], [0.707986, -2.890520, 2.843525], [-3.398304, 1.521482, -2.243476], [-0.073670, -2.031027, 1.511926], [3.694701, -0.986538, -0.641527], [4.648707, -1.088566, -2.901060], [-3.343218, 0.143250, -3.851543], [5.532020, 0.261011, 4.279589], [2.721490, -0.333863, -6.036316], [-2.083196, -0.068707, 6.213042], [-0.379302, 3.698056, -2.489718], [-4.054730, -0.631915, 4.371339], [0.025629, 2.588481, -1.173265], [4.129873, 0.271780, 5.346257], [3.689672, 1.755179, -0.525223], [-3.710229, -1.346796, -2.969909], [2.663387, -2.048155, 3.874415], [-0.171905, -2.687817, -3.019567], [-3.301174, -1.413241, -4.672291], [0.475525, 2.097032, 4.637945], [-6.476024, 0.585734, 0.615131], [-3.097813, -1.522790, -0.951822], [0.937060, 0.403262, 4.857427], [4.457035, 1.569906, 2.504200], [1.255822, -3.127907, 1.179079], [-1.038618, -0.789002, -4.327704], [2.025763, 2.180355, -0.119763], [-5.475380, -0.845244, -1.169354]],
  "forces_ev_per_angstrom": [[0.469, 0.250, -0.130], [0.087, -0.140, -0.385], [0.000, 0.190, -0.588], [-0.130, -0.106, -0.093], [-0.249, 0.071, 0.177], [-0.739, 0.049, 0.192], [0.172, -0.064, 0.165], [0.037, -0.007, 0.071], [0.041, -0.069, -0.063], [-0.072, 0.070, 0.138], [-0.355, -0.129, -0.096], [0.017, 0.002, 0.017], [0.221, 0.084, 0.011], [-0.004, -0.001, 0.055], [0.078, 0.068, 0.094], [-0.064, -0.088, -0.037], [-0.077, -0.052, 0.028], [0.087, -0.081, 0.187], [0.062, -0.001, 0.047], [-0.224, 0.150, 0.056], [0.068, -0.077, -0.014], [0.722, -0.253, 0.613], [-0.126, 0.164, -0.544], [0.044, -0.051, 0.378], [0.002, -0.009, -0.043], [-0.080, 0.041, -0.033], [-0.013, -0.013, 0.010], [-0.057, 0.041, -0.058], [-0.026, -0.007, 0.029], [0.350, -0.270, -0.321], [-0.167, 0.008, 0.031], [0.056, 0.069, 0.014], [0.008, -0.105, 0.046], [-0.082, -0.027, 0.449], [0.038, 0.021, 0.027], [0.026, 0.091, -0.015], [-0.079, -0.019, -0.130], [0.002, 0.096, -0.043], [0.002, 0.002, 0.001], [0.028, 0.037, 0.006], [0.001, -0.007, 0.002], [0.015, -0.012, 0.005], [0.001, 0.015, -0.030], [-0.052, -0.018, -0.006], [-0.035, 0.042, 0.003], [-0.015, -0.018, -0.012], [0.019, 0.011, 0.027], [0.006, -0.020, -0.006], [-0.001, -0.007, -0.018], [-0.015, 0.003, -0.026], [-0.014, 0.012, -0.037], [0.048, -0.011, -0.016], [-0.049, 0.042, 0.027], [-0.047, -0.014, 0.000], [0.027, 0.057, 0.005], [-0.008, -0.031, 0.013], [-0.037, -0.022, -0.050], [0.021, -0.012, 0.040], [0.000, -0.001, -0.002], [-0.015, 0.021, -0.009], [-0.016, -0.004, 0.007], [0.032, -0.027, 0.035], [0.025, 0.070, -0.020], [0.048, -0.020, 0.030], [-0.010, 0.035, -0.066], [0.002, 0.025, 0.027], [-0.029, 0.008, -0.010], [-0.010, -0.060, -0.001], [-0.027, -0.009, 0.008], [-0.042, -0.012, -0.021], [-0.003, 0.000, 0.011], [0.068, 0.091, -0.052], [0.020, 0.004, -0.038], [0.001, 0.003, -0.001], [-0.042, -0.028, -0.018], [-0.019, -0.024, -0.007], [0.024, 0.015, -0.027], [0.052, -0.031, -0.016]],
  "gap_ev": [7.378, 6.235],
  "total_charge": 1,
  "homo_energy_ev": [-9.899, -10.219],
  "e_lumo_ev": [-2.5, -4.0],
  "spin_multiplicity": 3,
  "de_lowest_kj_mol": 59.0
}

{
  "formula": "C4H7N2",
  "method": "ωB97M-V with the def2-TZVPD basis set",
  "elements": ["N", "N", "C", "C", "C", "C", "H", "H", "H", "H", "H", "H", "H"],
  "positions_angstrom": [[-1.406575, -1.407813, 0.822965], [-2.356699, -2.031331, 0.845306], [-0.437936, -0.728383, 0.444491], [1.548249, 0.683536, -1.062874], [0.438441, 1.368882, -0.325384], [-0.465955, 0.680918, 0.443868], [2.177025, 1.316158, -1.670513], [0.556504, -1.206529, 0.359695], [2.252889, 0.243534, -0.402938], [0.443243, 2.476006, -0.203589], [1.374458, -0.097800, -1.742687], [-2.739257, -2.372763, 1.734466], [-1.384386, 1.075585, 0.757192]],
  "forces_ev_per_angstrom": [[3.006, 1.381, 0.591], [-4.412, -2.948, -0.808], [2.367, -0.109, 0.124], [0.660, 1.322, -0.031], [-0.187, -0.380, 1.458], [0.876, 1.159, -2.301], [-0.093, 0.845, 0.066], [-0.846, -0.306, -0.239], [0.716, -0.326, 1.213], [-0.198, -0.923, -0.657], [-1.382, -1.145, -0.794], [0.274, 0.250, 0.516], [-0.782, 1.180, 0.861]],
  "gap_ev": 8.822,
  "total_charge": 1,
  "homo_energy_ev": -14.160,
  "e_lumo_ev": -5.3,
  "smiles": "C/C=C\\C=[N+]=N",
  "de_lowest_kj_mol": 465.4
}